(1)
C5H8F2S in the gas phase at a distorted geometry, computed with ωB97M-V/def2-TZVPD.

Each line ends with the Mulliken charge.
Element x y z (Å)
1 F 2.401 -1.705 -0.120  -0.30
2 C 1.066 -1.472 -0.028  -0.41
3 C 0.723 0.002 0.251  0.45
4 C -0.410 0.541 0.671  -0.38
5 C -1.668 -0.210 0.913  -0.66
6 S -2.858 -0.039 -0.495  -0.18
7 C 1.867 0.837 -0.258  -0.51
8 F 1.645 2.224 -0.104  -0.31
9 H 0.645 -1.692 -1.041  0.23
10 H 0.598 -2.150 0.705  0.32
11 H -0.499 1.599 0.781  0.39
12 H -1.383 -1.233 1.171  0.31
13 H -2.246 0.292 1.726  0.35
14 H -1.956 -0.330 -1.410  0.11
15 H 2.807 0.486 0.085  0.35
16 H 1.883 0.796 -1.382  0.25

HOMO energy: -9.27 eV
Structure (SMILES): FCC(=CCS)CF
Frontier orbital gap: 9.92 eV
Molar mass: 138.18 Da

(2)
C5H8F2Si in the gas phase at a distorted geometry, computed with ωB97M-V/def2-TZVPD.

Each line ends with the Mulliken spin population.
Element x y z (Å)
1 C 0.190 1.335 -0.157  1.01
2 C 1.286 0.854 -0.005  0.61
3 C -1.940 0.686 0.013  0.03
4 C 3.326 -1.789 -0.138  0.03
5 C -1.157 1.857 -0.338  -0.02
6 F 3.515 0.623 1.489  0.01
7 F 3.677 0.918 -0.954  0.01
8 Si 2.925 0.096 0.114  0.20
9 H -2.993 0.741 -0.365  0.01
10 H -1.649 0.569 1.070  0.00
11 H -1.466 -0.171 -0.610  0.00
12 H 4.352 -2.018 0.050  0.00
13 H 2.708 -2.509 0.446  -0.01
14 H 2.981 -2.089 -1.157  0.00
15 H -1.376 2.844 0.224  0.07
16 H -1.224 2.175 -1.409  0.02

HOMO energy (spin up / spin down): -4.95 / -10.64 eV
Frontier orbital gap (spin up / spin down): 5.75 / 7.63 eV
Multiplicity: 3
Molar mass: 134.20 Da

(3)
2 unconnected molecules or ions with the total composition C5H8F3N2O at a distorted geometry, computed with ωB97M-V/def2-TZVPD.

Each line ends with the Mulliken charge.
Element x y z (Å)
1 C 0.737 0.812 -0.274  0.23
2 C -1.129 -0.981 1.232  -0.69
3 C -1.388 -1.433 -0.265  -0.79
4 C -1.188 -0.048 0.124  0.39
5 C -2.110 1.119 -0.161  1.00
6 N 1.237 0.735 -1.471  -0.32
7 N 1.346 1.376 0.739  -0.02
8 O 2.424 2.207 0.308  -0.48
9 F -1.605 1.955 -1.053  -0.25
10 F -3.308 0.719 -0.647  -0.25
11 F -2.322 1.862 0.982  -0.26
12 H -1.907 -1.092 1.997  0.30
13 H -0.203 -1.293 1.697  0.26
14 H -0.871 -2.254 -0.781  0.31
15 H -2.389 -1.572 -0.519  0.32
16 H 0.847 0.270 -2.310  0.27
17 H 2.115 1.218 -1.635  0.25
18 H 0.763 1.756 1.562  0.35
19 H 3.254 2.152 0.898  0.37

Net charge: +1
HOMO energy: -15.03 eV
Frontier orbital gap: 10.70 eV
Molar mass: 169.13 Da

(4)
2 unconnected molecules or ions with the total composition C5H8FN2 at a distorted geometry, computed with ωB97M-V/def2-TZVPD.

Each line ends with the Mulliken charge.
Element x y z (Å)
1 C 0.746 -2.153 -0.267  -0.48
2 C 0.006 -1.080 -0.587  -0.06
3 C 2.097 -0.801 -1.393  -0.17
4 C -2.212 1.352 0.976  -0.51
5 C -1.085 1.866 1.449  0.13
6 N 2.061 -1.960 -0.775  0.02
7 N 0.902 -0.195 -1.206  0.00
8 F 0.108 1.766 0.767  -0.23
9 H 0.517 -3.134 0.160  0.38
10 H -1.005 -0.761 -0.305  0.28
11 H 2.948 -0.558 -1.926  0.44
12 H -3.201 1.530 1.523  0.25
13 H -2.084 0.600 0.125  0.15
14 H -0.884 2.546 2.326  0.30
15 H 0.636 0.781 -1.462  0.30
16 H 2.776 -2.628 -0.746  0.19

Net charge: +1
HOMO energy: -13.45 eV
Frontier orbital gap: 10.08 eV
Molar mass: 115.13 Da

(5)
C5H8FNO in the gas phase at a distorted geometry, computed with ωB97M-V/def2-TZVPD.

Each line ends with the Mulliken charge.
Element x y z (Å)
1 N 2.292 1.159 1.294  -0.65
2 C 1.437 0.714 0.297  -0.41
3 C 0.591 -0.562 0.565  -0.29
4 O -0.686 -0.491 1.342  -0.45
5 C -0.754 -1.065 0.033  0.42
6 C -1.481 -0.169 -0.804  -0.51
7 C -2.508 -0.696 -1.420  -0.07
8 F -3.314 -0.095 -2.278  -0.24
9 H 3.114 1.732 0.562  0.32
10 H 2.021 1.981 2.138  0.26
11 H 0.852 1.583 -0.074  0.29
12 H 2.343 0.288 -0.436  0.19
13 H 1.310 -1.366 1.007  0.26
14 H -0.808 -2.130 0.037  0.41
15 H -1.688 0.945 -0.859  0.20
16 H -2.721 -1.830 -1.406  0.25

HOMO energy: -9.36 eV
Structure (SMILES): NC[C@H]1O[C@H]1/C=C/F
Frontier orbital gap: 10.09 eV
Molar mass: 117.12 Da

(6)
C5H8FNO2 in the gas phase at a distorted geometry, computed with ωB97M-V/def2-TZVPD.

Each line ends with the Mulliken charge.
Element x y z (Å)
1 C -1.594 -0.635 1.094  0.29
2 C 1.457 0.709 -0.477  -0.56
3 C 0.382 1.006 0.606  -0.77
4 C 1.357 -0.753 -0.645  -0.52
5 C -0.861 0.290 0.265  0.90
6 N 0.037 -1.147 -0.900  -0.58
7 O -2.893 -0.673 0.960  -0.50
8 O -1.016 -1.312 1.888  -0.56
9 F -1.782 1.021 -0.455  -0.38
10 H 1.222 1.007 -1.472  0.28
11 H 2.448 1.181 -0.349  0.41
12 H 0.865 0.650 1.547  0.30
13 H 0.096 2.005 0.638  0.41
14 H 2.118 -1.031 -1.418  0.37
15 H 1.763 -1.510 0.123  0.26
16 H -0.435 -0.864 -1.762  0.26
17 H -3.164 0.056 0.358  0.38

HOMO energy: -9.63 eV
Frontier orbital gap: 9.86 eV
Molar mass: 133.12 Da

(7)
2 unconnected molecules or ions with the total composition C5H8FNO2S at a distorted geometry, computed with ωB97M-V/def2-TZVPD.

Each line ends with the Mulliken charge.
Element x y z (Å)
1 C 1.229 1.840 0.720  0.74
2 C -1.590 -2.448 -0.113  -0.54
3 C -2.650 -1.318 -0.264  -0.53
4 C -1.187 -1.058 -0.013  0.40
5 C 2.423 2.115 -0.175  -0.87
6 N 1.325 0.661 1.539  -0.28
7 O 0.199 2.421 0.753  -0.58
8 O 0.345 -1.145 2.943  -0.49
9 F -0.307 -0.412 -0.845  -0.27
10 S -0.141 0.061 2.319  0.47
11 H -1.531 -3.159 0.656  0.25
12 H -1.284 -2.960 -1.206  0.18
13 H -3.081 -1.263 -1.332  0.24
14 H -3.177 -1.158 0.654  0.24
15 H 2.933 3.117 -0.030  0.29
16 H 3.163 1.237 -0.145  0.27
17 H 1.821 2.224 -1.159  0.24
18 H 2.143 0.160 1.734  0.25

HOMO energy (spin up / spin down): -8.22 / -8.56 eV
Frontier orbital gap (spin up / spin down): 7.98 / 8.00 eV
Molar mass: 165.19 Da

(8)
C5H8FNO4 in the gas phase at a distorted geometry, computed with ωB97M-V/def2-TZVPD.

Each line ends with the Mulliken charge.
Element x y z (Å)
1 C -2.882 0.082 -0.952  -1.14
2 C -1.837 1.160 -0.775  -0.24
3 O -0.582 0.509 -0.489  -0.19
4 C 0.047 0.728 0.563  0.29
5 O -0.134 1.290 1.583  -0.54
6 C 1.543 -0.209 0.304  1.00
7 C 2.729 -0.163 1.260  -1.26
8 F 1.976 0.274 -0.926  -0.33
9 N 1.070 -1.613 0.012  0.88
10 O 1.238 -2.079 -1.088  -0.54
11 O 0.615 -2.286 0.935  -0.57
12 H -2.538 -0.623 -1.707  0.33
13 H -2.888 -0.668 -0.095  0.31
14 H -3.829 0.551 -1.263  0.37
15 H -2.117 1.790 0.059  0.37
16 H -1.704 1.698 -1.758  0.25
17 H 3.185 -1.157 1.291  0.35
18 H 2.582 0.174 2.256  0.35
19 H 3.525 0.545 0.787  0.31

HOMO energy: -10.60 eV
Structure (SMILES): CCOC(=O)[C@](C)(F)[N+](=O)[O-]
Frontier orbital gap: 10.74 eV
Molar mass: 165.12 Da

(9)
C5H8FNS in the gas phase at a distorted geometry, computed with ωB97M-V/def2-TZVPD.

Each line ends with the Mulliken charge.
Element x y z (Å)
1 C 0.383 -1.074 1.259  -1.13
2 C 1.148 -0.245 0.060  0.05
3 C 1.180 -0.469 -1.341  -0.01
4 F 0.377 -1.461 -1.816  -0.29
5 C 0.227 0.747 -0.729  -0.51
6 N -1.157 0.510 -0.458  -0.10
7 C -1.747 1.171 0.453  -0.30
8 S -3.352 1.792 0.316  -0.31
9 H 0.438 -0.542 2.328  0.27
10 H -0.679 -1.474 0.913  0.29
11 H 1.046 -1.950 1.212  0.39
12 H 2.139 0.060 0.340  0.40
13 H 2.224 -0.178 -1.797  0.32
14 H 0.618 1.830 -0.693  0.32
15 H -1.695 0.035 -1.327  0.30
16 H -1.149 1.247 1.280  0.33

HOMO energy: -8.21 eV
Structure (SMILES): C[C@H]1[C@@H](F)[C@H]1NC=S
Frontier orbital gap: 8.67 eV
Molar mass: 133.19 Da

(10)
A molecular structure, C5H8FO4Ru at a distorted geometry, computed with ωB97M-V/def2-TZVPD.

Each line ends with the Mulliken spin population.
Element x y z (Å)
1 O -1.685 -0.017 -1.171  0.20
2 C -2.328 0.639 -0.219  -0.03
3 C -1.622 0.533 1.136  0.05
4 O -1.117 -0.805 1.244  0.04
5 C 0.030 -1.079 0.642  -0.13
6 O 1.022 -0.321 1.015  0.03
7 O 0.130 -2.067 -0.087  0.06
8 C 2.242 -0.326 0.238  -0.01
9 H -2.302 0.698 1.977  0.00
10 F -3.649 0.091 -0.021  0.01
11 H -2.522 1.702 -0.457  0.02
12 H -0.795 1.254 1.179  0.00
13 H 2.997 0.046 0.939  0.00
14 H 2.477 -1.364 -0.026  0.00
15 C 2.134 0.559 -0.982  0.00
16 H 3.116 0.596 -1.473  0.00
17 H 1.408 0.162 -1.703  0.01
18 H 1.849 1.581 -0.700  0.00
19 Ru -1.385 -1.880 -1.531  5.75

Net charge: +1
HOMO energy (spin up / spin down): -11.98 / -15.76 eV
Frontier orbital gap (spin up / spin down): 8.37 / 8.03 eV
Multiplicity: 7
Molar mass: 252.18 Da

(11)
A molecular structure, C5H8GdO3 at a distorted geometry, computed with ωB97M-V/def2-TZVPD.

Each line ends with the Mulliken spin population.
Element x y z (Å)
1 O -2.787 0.051 0.140  0.00
2 C -3.976 0.273 0.018  0.00
3 C -5.021 -0.160 0.993  0.00
4 H -4.364 0.717 -0.926  0.00
5 H -5.919 0.459 0.846  0.00
6 H -5.315 -1.197 0.766  0.00
7 H -4.668 -0.082 2.028  0.00
8 O 1.980 -0.183 0.051  0.02
9 O 1.504 1.941 -0.414  0.26
10 C 3.446 0.061 0.037  0.12
11 C 4.073 -1.022 -0.825  0.06
12 C 1.053 0.770 -0.172  0.72
13 H 3.750 -0.116 1.083  0.07
14 H 5.170 -0.961 -0.754  0.01
15 H 3.779 -2.040 -0.507  0.00
16 H 3.806 -0.921 -1.888  -0.01
17 Gd 3.491 2.408 -0.477  5.74

Net charge: +1
HOMO energy (spin up / spin down): -11.68 / -12.01 eV
Frontier orbital gap (spin up / spin down): 7.55 / 5.56 eV
Multiplicity: 8
Molar mass: 273.37 Da

(12)
C5H8I2O in the gas phase at a distorted geometry, computed with ωB97M-V/def2-TZVPD.

Each line ends with the Mulliken charge.
Element x y z (Å)
1 I 2.369 -0.561 -2.105  0.03
2 C 1.706 0.029 -0.101  -1.24
3 C 0.079 0.083 -0.010  1.14
4 C -0.459 0.668 1.384  -1.56
5 I -0.124 -0.856 3.032  0.02
6 C -0.795 -1.187 -0.280  -0.35
7 O -1.565 -0.420 -1.273  -0.39
8 C -0.688 0.706 -1.156  -0.58
9 H 2.108 0.969 0.247  0.48
10 H 2.165 -0.652 0.610  0.47
11 H 0.066 1.576 1.555  0.58
12 H -1.475 0.835 1.225  0.59
13 H -1.467 -1.471 0.596  0.22
14 H -0.436 -2.204 -0.609  0.24
15 H -1.352 1.566 -0.996  0.23
16 H -0.131 0.921 -2.120  0.12

HOMO energy: -9.51 eV
Structure (SMILES): ICC1(CI)COC1
Frontier orbital gap: 9.47 eV
Molar mass: 337.93 Da

(13)
2 unconnected molecules or ions with the total composition C5H8IN at a distorted geometry, computed with ωB97M-V/def2-TZVPD.

Each line ends with the Mulliken charge.
Element x y z (Å)
1 C -0.655 0.759 2.253  -0.58
2 C -0.785 -1.731 -0.370  -0.12
3 C -0.370 0.013 1.178  0.49
4 C 0.493 2.008 -0.493  -0.97
5 C 1.157 0.752 -0.170  -0.64
6 N -1.091 -1.031 0.622  -0.51
7 I 2.843 0.891 1.069  0.06
8 H -1.564 0.589 2.957  0.26
9 H 0.101 1.471 2.588  0.21
10 H -1.493 -2.562 -0.478  0.29
11 H 0.182 -1.557 -0.990  0.11
12 H -0.476 1.870 -0.924  0.32
13 H 0.861 2.738 -1.179  0.37
14 H 0.334 2.570 0.432  0.30
15 H 1.243 -0.074 -0.982  0.42

HOMO energy: -8.16 eV
Frontier orbital gap: 8.50 eV
Molar mass: 209.03 Da

(14)
A gas-phase ion, C5H8IN2 (charge +1) at a distorted geometry, computed with ωB97M-V/def2-TZVPD.

Each line ends with the Mulliken charge.
Element x y z (Å)
1 C -0.423 0.060 0.495  0.55
2 C -0.040 2.275 0.412  -0.23
3 C 1.080 0.244 0.433  -0.50
4 C -0.907 -0.775 -0.618  -0.13
5 C -0.433 -2.081 -0.817  -1.07
6 N -1.056 1.507 0.470  -0.59
7 N 1.194 1.646 0.444  -0.21
8 I -2.476 -0.051 -1.820  0.43
9 H -0.687 -0.324 1.486  0.35
10 H -0.246 3.309 0.374  0.46
11 H 1.600 -0.219 1.299  0.30
12 H 1.419 -0.392 -0.427  0.26
13 H 0.536 -2.325 -0.206  0.33
14 H -0.170 -2.355 -1.857  0.42
15 H -1.289 -2.743 -0.471  0.39
16 H 1.899 2.225 0.804  0.25

Net charge: +1
HOMO energy: -12.97 eV
Frontier orbital gap: 6.52 eV
Molar mass: 223.04 Da

(15)
2 unconnected molecules or ions with the total composition C5H8IO2 at a distorted geometry, computed with ωB97M-V/def2-TZVPD.

Each line ends with the Mulliken charge.
Element x y z (Å)
1 C 1.198 -1.187 -0.752  0.47
2 C 0.862 0.940 0.829  -1.26
3 C -0.459 0.970 -1.123  -1.22
4 C -1.130 -1.202 0.799  -0.98
5 C 0.420 0.098 -0.329  0.83
6 O 0.967 -1.606 -1.904  -0.74
7 O 1.962 -1.640 0.123  -0.72
8 I -2.517 0.294 1.662  -0.18
9 H 1.763 1.294 0.414  0.53
10 H 0.074 1.660 1.184  0.29
11 H 1.104 0.209 1.613  0.28
12 H -1.415 1.293 -0.720  0.20
13 H 0.082 1.848 -1.428  0.40
14 H -0.711 0.489 -2.183  0.26
15 H -1.679 -2.011 0.247  0.38
16 H -0.520 -1.448 1.569  0.45

Net charge: -1
HOMO energy: -4.50 eV
Frontier orbital gap: 7.26 eV
Molar mass: 227.02 Da

Energy relative to the best compared isomer or geometry (same formula, charge and spin), record by record: 0.390, 1.877, 3.898, 0.798, 6.050, 2.003, 2.427, 0.000, 3.383, 0.000, 0.729, 0.818, 3.123, 2.597, 2.347 eV